Record 1
A molecular structure, C10H21INO2P2PbSe. Source: the Open Molecules 2025 dataset; level of theory: ωB97M-V with the def2-TZVPD basis set.

```
! RIJCOSX wB97M-V def2-TZVPD def2/J DEFGRID3
* xyz 3 1
C -0.884 3.665 -0.587
C -2.663 0.645 -0.178
Se -3.969 0.726 1.017
H -1.829 -2.091 -2.743
H 0.641 -3.739 -1.557
N -1.797 0.600 -1.010
H -3.122 -1.799 -1.585
C -2.277 -2.465 -1.814
H 5.031 -0.002 -1.361
C -0.379 -0.316 2.028
H -0.561 3.503 -1.622
H 2.268 3.412 -0.131
H 5.567 -1.253 -0.102
H -0.762 4.087 2.262
C -2.062 -2.939 0.946
P -0.974 -2.382 -0.530
C 3.422 -0.765 -0.092
H -0.114 2.486 2.951
Pb 1.242 -0.126 -0.780
H -0.758 4.724 -0.315
C 4.768 -0.925 -0.835
P 0.157 2.582 0.464
C -0.118 -3.900 -0.813
H 4.663 -1.611 -1.681
O 3.064 -0.919 1.081
H -1.388 -3.097 1.834
H 0.393 -4.254 0.060
H 2.128 3.353 1.576
H -1.946 3.382 -0.543
H -1.754 2.510 2.126
H 1.354 4.635 0.690
H -2.810 -2.127 1.195
I 1.499 0.332 -3.402
C -0.715 2.962 2.128
O -0.914 -0.412 3.101
C 1.588 3.591 0.681
H -2.633 -3.497 -1.957
H -0.768 -4.674 -1.168
H -2.588 -3.903 0.663
*
```

Gap between HOMO and LUMO (spin up / spin down) = 3.49 / 3.45 eV
Lowest unoccupied orbital energy (spin up / spin down) = -14.70 / -14.72 eV

These are the Mulliken partial charges, in e, on atoms 1 to 4:
1 C -1.2147
2 C 0.2768
3 Se 0.5042
4 H 0.4011

***

Record 2
A molecular structure, C10H21NO7PtS. Source: the Open Molecules 2025 dataset; level of theory: ωB97M-V with the def2-TZVPD basis set.

```
! RIJCOSX wB97M-V def2-TZVPD def2/J DEFGRID3
* xyz 2 5
N -3.076 2.290 2.193
H -3.392 -3.257 -2.921
C -0.709 -2.103 -1.577
H 3.760 -2.416 0.849
C -3.795 -2.419 -2.354
C 2.491 2.697 0.476
H 2.923 -1.371 -0.285
C -3.219 -2.382 -0.991
H 1.990 2.482 -2.268
H 2.004 -2.336 0.883
H 2.078 4.215 -1.935
C 2.666 3.300 -2.001
H 3.968 3.920 -0.391
H -4.089 -1.244 0.392
H 0.845 -0.268 1.895
H -2.726 -4.404 -0.578
O -3.613 2.981 2.963
H -2.702 -3.351 0.856
C 2.911 -1.743 0.742
H 3.052 -1.026 2.779
H 3.901 -0.022 1.626
C 1.761 0.311 1.769
H -3.626 -1.489 -2.898
S 1.616 1.155 0.199
O -0.600 -3.041 -2.223
O -0.585 -1.101 -0.961
C 2.998 -0.621 1.767
H 3.008 2.615 1.432
C 3.416 3.031 -0.702
O -1.265 2.130 0.658
O -3.362 1.143 1.842
H 4.155 2.237 -0.821
H -4.236 -3.872 0.136
O -1.919 2.894 1.618
O -3.442 -1.126 -0.325
H 3.366 3.413 -2.827
Pt -1.992 0.374 0.244
H 1.831 1.069 2.550
H -4.882 -2.562 -2.282
H 1.699 3.452 0.563
C -3.206 -3.557 -0.089
*
```

Gap between HOMO and LUMO (spin up / spin down) = 8.08 / 7.57 eV
Lowest unoccupied orbital energy (spin up / spin down) = -6.66 / -10.09 eV

These are the Mulliken partial charges, in e, on atoms 1 to 4:
1 N 1.1792
2 H 0.3830
3 C 0.8695
4 H 0.3717

***

Record 3
A molecular structure, C10H21O13Sr. Source: the Open Molecules 2025 dataset; level of theory: ωB97M-V with the def2-TZVPD basis set.

```
! RIJCOSX wB97M-V def2-TZVPD def2/J DEFGRID3
* xyz -3 1
C 1.853 7.409 -11.929
H -0.727 3.135 -12.029
H -4.736 5.230 -12.436
O -1.434 2.654 -14.154
O 0.789 6.899 -15.368
H -2.264 2.200 -13.988
H 4.860 3.582 -11.592
H -3.740 4.583 -11.198
O -2.930 7.007 -11.995
C -3.746 4.808 -12.273
H 3.635 7.999 -10.867
H -3.476 3.869 -12.760
O 1.125 6.394 -12.175
O 1.597 8.580 -12.277
O 0.215 3.330 -12.100
O -1.830 5.707 -13.428
H 3.886 2.306 -12.015
H 0.431 -0.081 -16.747
H -1.682 4.248 -17.109
H 0.592 3.082 -11.253
C 1.422 0.025 -16.283
O 2.441 2.067 -16.971
O 4.952 3.252 -14.263
O 1.614 5.286 -16.579
H 2.134 8.366 -17.133
H 1.338 -0.409 -15.289
H 3.378 7.134 -17.476
C -2.709 5.897 -12.553
O 2.994 4.302 -14.115
H 3.801 6.433 -11.839
C 3.961 3.668 -13.610
C 1.597 1.548 -16.250
C 3.921 3.403 -12.121
H 2.180 -0.398 -16.936
O -1.020 4.638 -16.533
H 2.893 6.386 -10.417
C 2.642 7.468 -16.747
Sr 0.421 4.493 -14.328
C 1.601 6.499 -16.227
H 3.160 7.984 -15.932
O 0.881 2.177 -15.385
H -0.203 4.677 -17.066
H -1.015 2.171 -14.891
H 3.016 3.789 -11.654
C 3.172 7.077 -11.222
*
```

Gap between HOMO and LUMO = 5.09 eV
Lowest unoccupied orbital energy = 6.23 eV

These are the Mulliken partial charges, in e, on atoms 1 to 4:
1 C 0.5516
2 H 0.1657
3 H 0.3137
4 O -0.3227

***

Record 4
2 unconnected molecules or ions with the total composition C10H21P. Source: the Open Molecules 2025 dataset; level of theory: ωB97M-V with the def2-TZVPD basis set.

```
! RIJCOSX wB97M-V def2-TZVPD def2/J DEFGRID3
* xyz 0 3
H 0.483 -0.995 -2.032
H 1.756 0.259 -1.924
H -1.292 -2.258 -0.239
H -0.769 1.553 -0.953
H -1.730 -0.248 -1.838
C -0.776 1.961 1.152
H -2.496 -2.394 1.681
P 1.549 -0.241 1.353
H 1.495 -2.422 -0.536
H 3.705 -0.379 0.009
H -1.414 -1.107 2.441
C -2.034 -1.274 1.517
H -0.371 1.915 2.157
H 2.048 2.257 -0.097
C 2.076 -1.574 -0.907
H 1.268 2.502 -1.586
C 0.468 0.073 -0.039
C -0.028 1.502 -0.114
H -3.203 -1.240 -1.088
H -1.785 1.357 1.347
H 0.890 3.525 -0.423
H -2.727 0.361 -0.403
C 1.170 -0.499 -1.332
C -1.423 -1.232 0.088
H 3.410 -1.791 0.936
C 1.138 2.484 -0.534
H 0.923 -1.354 1.974
H -0.992 2.970 0.903
C 2.855 -1.110 0.319
H 2.693 -1.805 -1.718
H -2.924 -0.713 1.608
C -2.369 -0.520 -0.935
*
```

Gap between HOMO and LUMO (spin up / spin down) = 6.57 / 7.38 eV
Lowest unoccupied orbital energy (spin up / spin down) = 0.95 / -1.29 eV

These are the Mulliken partial charges, in e, on atoms 1 to 4:
1 H 0.1875
2 H 0.4198
3 H 0.5136
4 H 0.0805

***

Record 5
A gas-phase ion, C10H22BN2O6 (charge +1). Source: the Open Molecules 2025 dataset; level of theory: ωB97M-V with the def2-TZVPD basis set.

```
! RIJCOSX wB97M-V def2-TZVPD def2/J DEFGRID3
* xyz 1 1
C -0.369 0.627 0.839
O 3.876 -0.021 -0.488
H -0.514 0.381 -2.675
H 4.119 -2.321 -1.729
H 0.712 -1.007 -0.119
H 1.516 -0.326 -2.961
C -0.308 1.187 -1.966
C -1.956 -0.936 -0.469
O -3.612 3.590 0.061
N -1.640 0.439 0.041
H -0.673 -0.857 2.434
C 1.007 0.882 -1.216
C -0.522 0.217 2.305
H 1.677 0.228 0.704
H -0.226 1.711 0.863
H 4.286 -0.649 0.111
H -2.406 -3.350 -0.823
O 3.627 -1.672 -2.238
H -2.678 -1.671 1.432
C -1.585 1.400 -1.158
H -2.431 0.737 0.615
H -1.377 0.753 2.736
C 0.807 0.067 0.071
C 2.022 0.276 -2.203
O -1.734 2.685 -0.670
B 3.229 -0.539 -1.587
N -3.186 3.168 -0.900
O 0.638 0.647 2.966
H 1.414 1.843 -0.890
H 1.512 -1.244 2.854
H 1.048 -0.706 4.493
H -1.215 -1.203 -1.220
H 2.478 1.110 -2.749
H -2.921 -0.858 -0.973
H -2.452 1.138 -1.775
H -1.084 -2.282 0.990
O -2.710 -3.157 0.069
H 2.435 0.033 3.672
C 1.441 -0.384 3.526
C -2.071 -2.023 0.594
H -0.176 2.087 -2.567
*
```

Gap between HOMO and LUMO = 9.27 eV
Lowest unoccupied orbital energy = -4.09 eV
SMILES = COC[C@H]1C[C@@H](CB(O)O)C[C@H](ON=O)[N@H+]1CCO

These are the Mulliken partial charges, in e, on atoms 1 to 4:
1 C -0.0461
2 O -0.5891
3 H 0.4346
4 H 0.2917

***

Record 6
A molecular structure, C10H22BrCaN8O6. Source: the Open Molecules 2025 dataset; level of theory: ωB97M-V with the def2-TZVPD basis set.

```
! RIJCOSX wB97M-V def2-TZVPD def2/J DEFGRID3
* xyz 1 1
C -1.005 -4.927 -0.996
Ca -5.367 1.350 -3.498
C -0.104 -2.745 4.241
H -0.122 -3.651 3.654
N 3.418 0.263 -1.387
C 4.195 -0.496 -2.091
N -1.141 5.677 2.450
N -0.698 6.177 0.430
H -0.200 -3.891 6.072
N 0.172 -4.458 -0.967
H -0.158 -2.922 8.143
Br -1.905 1.305 -1.446
H -2.840 -4.200 -1.238
H 5.349 -0.511 -0.565
H 3.624 0.439 -0.414
H 0.164 1.962 -6.525
O -0.250 -2.025 7.812
H -0.827 6.927 -0.233
H -2.342 0.833 -8.734
C -0.185 -0.543 5.936
H -0.275 0.341 6.550
C -0.097 -2.887 5.688
C -0.087 -1.797 6.503
C -1.715 1.212 -7.013
H -0.607 0.584 -8.508
H 0.281 -3.504 -0.654
H -1.146 2.110 -5.367
C -0.990 6.597 1.586
C 0.138 -1.561 3.685
O -1.363 -6.100 -1.120
H -0.709 5.189 0.217
H -1.695 -2.962 -1.154
H 2.444 0.442 -1.585
C 0.065 -0.434 4.546
O 4.012 -0.898 -3.249
O -2.798 0.909 -6.460
H -0.994 4.724 2.149
N -0.795 1.790 -6.258
H 0.986 -5.055 -1.002
H -0.319 -0.800 1.917
O 0.232 -1.484 2.304
N -1.881 -3.949 -1.047
H -1.381 6.011 3.372
H 5.957 -1.497 -1.924
H 0.142 0.557 4.124
N -1.477 1.028 -8.250
O -0.992 7.739 1.811
N 5.282 -0.872 -1.506
*
```

Gap between HOMO and LUMO = 2.36 eV
Lowest unoccupied orbital energy = -7.48 eV

These are the Mulliken partial charges, in e, on atoms 1 to 4:
1 C 0.6417
2 Ca 1.5734
3 C -0.3748
4 H 0.3915

***

no.,strongest force on any atom (hartree/bohr)
1,0.163
2,0.017
3,0.051
4,0.099
5,0.015
6,0.136